# 1
A cluster of 3 separate species, C6H18NO3 in total in a non-equilibrium geometry, computed with ωB97M-V with the def2-TZVPD basis set.

Last column: natural (NBO) charge in e.
Positions of all 28 atoms, in Å:
O -0.00002 -2.67907 -0.66591  -0.50
C 0.41030 -1.60976 -1.07445  0.39
C -0.30383 -0.39094 -0.24999  -0.15
C 0.18028 -0.44941 1.26897  -0.23
C -0.90797 -1.18258 2.16932  -0.67
C 0.80183 0.80461 1.77794  -0.41
C 2.11741 1.08278 1.09112  -0.59
N -1.75213 -0.75246 -0.68197  -0.71
H 0.81083 -1.57727 -2.09437  0.17
H -0.02257 0.63546 -0.69401  0.29
H 1.11038 -1.06175 1.19293  0.23
H -0.80078 -1.27227 3.31596  0.26
H -1.14579 -2.37835 1.96086  0.25
H -1.80215 -0.62668 2.15899  0.20
H 1.02129 0.68491 2.80982  0.24
H 0.12789 1.73134 1.80420  0.21
H 2.42419 1.99167 1.57018  0.23
H 2.11365 1.24571 0.11922  0.17
H 2.99456 0.27814 1.34836  0.21
H -1.84977 -1.31790 -1.76320  0.50
H -2.20894 -1.35649 0.13234  0.46
H -2.32531 -0.02260 -0.86367  0.43
H 1.87068 1.24792 -1.90950  0.48
H 1.14940 2.38348 -2.47136  0.49
O 0.99926 1.42515 -2.20073  -0.96
H -2.36250 1.39847 -2.51882  0.50
H -0.98248 1.04379 -3.12023  0.53
O -1.66771 0.72410 -2.41198  -1.00

Values from the calculation:
* frontier orbital gap: 10.267 eV
* charge: +1
* multiplicity: 1
* ΔE to the lowest compared entry with this formula, charge and spin: 4.4821 eV

---

# 2
A cluster of 3 separate species, C6H18O3S3 in total, computed with ωB97M-V with the def2-TZVPD basis set.

Last column: natural (NBO) charge in e.
Positions of all 30 atoms, in Å:
C 1.43778 -0.12635 4.25086  -0.83
S 0.97794 1.40886 5.07340  1.27
O 1.17799 1.16202 6.52694  -0.99
C 2.39427 2.37796 4.54718  -0.84
H 2.50785 -0.28032 4.35582  0.23
H 1.20522 -0.00037 3.18915  0.22
H 0.79154 -0.89164 4.66913  0.24
H 2.19927 2.86930 3.59637  0.23
H 3.31548 1.79713 4.56811  0.22
H 2.49369 3.13551 5.32557  0.25
C -0.97631 -1.42428 1.33800  -0.84
S -0.86947 0.25250 0.74497  1.25
O -1.55201 1.10127 1.74669  -0.99
C -1.98309 -0.00081 -0.65727  -0.83
H -2.01270 -1.76535 1.30290  0.22
H -0.64834 -1.48237 2.37160  0.24
H -0.39888 -2.08112 0.68521  0.23
H -1.32169 -0.35778 -1.44547  0.23
H -2.36433 0.98321 -0.92205  0.25
H -2.79869 -0.65725 -0.37034  0.22
C 0.35589 -1.60709 -4.55577  -0.84
S -0.62221 -0.14275 -4.19217  1.24
O 0.34904 0.95318 -3.95816  -0.98
C -1.26138 0.08478 -5.85505  -0.83
H 1.36686 -1.29302 -4.80963  0.25
H -0.10299 -2.22584 -5.32235  0.23
H 0.44017 -2.21002 -3.64995  0.23
H -1.61403 -0.86078 -6.26017  0.23
H -0.43438 0.45183 -6.46458  0.24
H -2.05249 0.82958 -5.82895  0.24

Values from the calculation:
* frontier orbital gap: 9.046 eV
* multiplicity: 1
* ΔE to the lowest compared entry with this formula, charge and spin: 0.0126 eV

---

# 3
A structure of composition C6H18O4V2 in a non-equilibrium geometry, computed with ωB97M-V with the def2-TZVPD basis set.

Last column: natural (NBO) charge in e.
Positions of all 30 atoms, in Å:
V 0.91964 -0.41562 1.31193  1.58
V 1.39006 2.18663 -0.49243  1.63
O -0.15576 1.24165 0.53532  -1.22
H -0.99735 1.54875 0.86302  0.51
O 2.42266 0.51509 0.27086  -1.20
H 3.11358 -0.10176 0.03110  0.51
C -2.94984 0.05494 2.73704  -0.65
C -1.60840 -0.29251 3.38214  0.08
C -1.80322 -1.01593 4.70017  -0.65
O -0.81395 -1.07766 2.46336  -0.82
H -2.82878 0.53037 1.76024  0.20
H -3.52145 0.74511 3.35678  0.26
H -3.58989 -0.81997 2.59046  0.23
H -1.09405 0.64148 3.62570  0.19
H -0.89568 -1.10541 5.29265  0.24
H -2.17305 -2.03664 4.52680  0.22
H -2.61025 -0.57133 5.28063  0.26
H -1.35499 -1.83957 2.19306  0.52
C 2.39347 -0.75531 -3.18528  -0.63
C 1.81607 0.60439 -3.52190  0.10
C 0.90001 0.55945 -4.74058  -0.65
O 1.03487 1.12387 -2.39567  -0.81
H 3.10095 -0.64929 -2.35932  0.20
H 2.91775 -1.17422 -4.03944  0.26
H 1.58614 -1.42576 -2.88127  0.21
H 2.60553 1.31974 -3.74635  0.20
H 1.47783 0.34543 -5.63946  0.26
H 0.36091 1.49695 -4.88449  0.24
H 0.12035 -0.20992 -4.70191  0.22
H 0.23686 0.57705 -2.33314  0.51

Values from the calculation:
* frontier orbital gap (spin up / spin down): 9.243 / 9.900 eV
* charge: +2
* multiplicity: 7
* expectation value of S²: 12.008
* ΔE to the lowest compared entry with this formula, charge and spin: 0.0000 eV

---

# 4
A cluster of 2 separate species, C6H18SSi2 in total in a non-equilibrium geometry, computed with ωB97M-V with the def2-TZVPD basis set.

Last column: natural (NBO) charge in e.
Positions of all 27 atoms, in Å:
C 1.14122 -1.39955 0.86798  -0.61
C -1.10461 -0.76092 1.72681  -0.61
C -0.58733 -3.15216 1.27079  -0.61
C 2.04191 2.08195 -1.90347  -1.14
C -0.46571 3.19673 -0.37901  -1.14
C -0.35128 -1.71434 0.79989  -0.46
Si -0.98692 -1.53736 -0.99314  0.80
Si 0.16948 1.93306 -1.65899  1.13
S -0.72948 2.40071 -3.60304  -0.46
H 1.50760 -1.49670 1.89043  0.20
H 1.71398 -2.08119 0.24124  0.21
H 1.33025 -0.38241 0.52890  0.21
H -2.17595 -0.95339 1.69622  0.21
H -0.93310 0.27116 1.43127  0.21
H -0.76743 -0.88700 2.75554  0.21
H -0.05580 -3.86620 0.64254  0.21
H -0.23398 -3.27870 2.29414  0.21
H -1.64788 -3.39781 1.24815  0.21
H 2.39791 1.33363 -2.60433  0.25
H 2.31266 3.06061 -2.29866  0.24
H 2.56707 1.93925 -0.96361  0.24
H -0.89338 2.69664 0.48390  0.24
H 0.34242 3.83046 -0.02133  0.24
H -1.23522 3.83992 -0.79861  0.25
H -0.31463 -2.46034 -1.90585  -0.19
H -2.44368 -1.64247 -1.07875  -0.19
H -1.96971 2.44794 -3.13262  0.15

Values from the calculation:
* frontier orbital gap (spin up / spin down): 6.683 / 6.703 eV
* multiplicity: 1
* ΔE to the lowest compared entry with this formula, charge and spin: 0.5929 eV

---

# 5
A structure of composition C6H19KNO7S in a non-equilibrium geometry, computed with ωB97M-V with the def2-TZVPD basis set.

Last column: Mulliken charge in e.
Positions of all 35 atoms, in Å:
K -19.89724 15.54499 6.37371  0.88
C -21.30566 14.02285 4.61471  -0.77
O -20.38635 15.07044 4.55248  -0.45
H -22.34039 14.32838 4.76993  0.00
H -21.30378 13.37132 3.74086  0.44
H -21.08923 13.41157 5.49084  0.42
H -20.45894 15.47651 3.68562  0.27
C -21.30824 17.56320 4.69193  -0.77
O -20.95409 17.26625 6.02373  -0.61
H -22.06737 16.85671 4.35628  0.33
H -21.66152 18.59426 4.70673  0.31
H -20.47259 17.58555 3.99244  0.35
H -20.12702 17.73003 6.17361  0.39
O -15.81045 9.58920 7.65039  -0.53
S -16.00785 10.98632 8.01035  1.12
O -14.89466 11.97947 8.18111  -0.59
O -17.15887 11.61576 6.92561  -0.34
C -17.48085 13.02812 6.93568  -0.29
C -18.38430 13.40756 5.73817  -1.70
C -17.08100 10.97930 9.59045  -0.92
H -16.53358 13.55878 6.83990  0.35
H -17.95530 13.35922 7.85944  0.25
H -17.75938 13.35888 4.84642  0.44
H -18.76011 14.42898 5.79778  0.83
H -19.04077 12.61806 5.37236  0.42
H -17.45233 11.93535 9.95950  0.32
H -16.52119 10.37771 10.30654  0.37
H -17.98319 10.44207 9.29798  0.33
C -23.53764 15.87371 5.71981  -0.95
N -22.84999 15.23484 6.83908  0.92
O -21.65403 15.48055 6.98765  -0.52
O -23.49343 14.52072 7.58583  -0.48
H -23.00400 16.75062 5.35329  0.21
H -24.53682 16.15729 6.05043  0.41
H -23.66310 15.13153 4.93144  0.53

Values from the calculation:
* frontier orbital gap: 9.313 eV
* charge: +1
* multiplicity: 1

---

# 6
A cluster of 2 separate species, C6H19N2 in total in a non-equilibrium geometry, computed with ωB97M-V with the def2-TZVPD basis set.

Last column: natural (NBO) charge in e.
Positions of all 27 atoms, in Å:
N -0.33870 -1.64941 1.75206  -0.70
C 0.54874 -0.78544 2.68075  -0.21
C -0.29257 0.45720 2.94043  -0.25
N 0.45028 1.38390 3.78393  -0.81
H -1.21431 -1.81096 2.22544  0.43
H -0.59250 -1.15325 0.87440  0.46
H 0.07985 -2.54919 1.45393  0.45
H 0.80789 -1.39963 3.58123  0.25
H 1.42348 -0.51437 2.06933  0.23
H -0.63872 0.86690 1.99633  0.18
H -1.18425 0.14172 3.51186  0.20
H 1.09116 1.94534 3.20843  0.36
H -0.16960 2.08780 4.13250  0.38
C 0.02087 -0.37857 -1.08102  -0.63
C 0.10536 -0.12278 -2.62651  -0.22
C -1.26404 0.23285 -3.26058  -0.60
C 1.16771 0.89739 -2.94879  -0.61
H 0.95162 -0.81765 -0.62898  0.21
H -0.18580 0.62190 -0.62388  0.21
H -0.88354 -0.96072 -0.73523  0.17
H 0.45222 -1.05663 -3.09813  0.20
H -1.12934 0.43794 -4.33629  0.23
H -1.61463 1.15921 -2.76132  0.20
H -1.96859 -0.59358 -3.09508  0.21
H 2.19424 0.51039 -2.70492  0.22
H 1.13253 1.21430 -4.01176  0.23
H 1.05064 1.83535 -2.29814  0.20

Values from the calculation:
* frontier orbital gap: 10.365 eV
* charge: +1
* multiplicity: 1
* ΔE to the lowest compared entry with this formula, charge and spin: 1.5706 eV

---

Number 1: total energy -14136.2174 eV. Number 2: total energy -45159.1538 eV. Number 3: total energy -66064.0911 eV. Number 4: total energy -33103.0343 eV. Number 5: total energy -49495.3502 eV. Number 6: total energy -9503.5319 eV.